[1]
# C17H36F6NO4PbS4Si4Te2

A structure of composition C17H36F6NO4PbS4Si4Te2 (ωB97M-V/def2-TZVPD, the Open Molecules 2025 dataset).

Results
Kohn-Sham gap in eV: 6.9902
Energy above the lowest of the compared OMol25 structures with the same formula, charge and spin in kcal per mole: 19.3
Highest occupied orbital energy in eV: -4.929
2S+1: 1
Net charge: -1

Atoms and positions in Å:
Pb1 0.003 2.933 -0.866
F1 5.410 3.865 2.335
C1 4.632 4.230 1.315
F2 5.385 4.877 0.419
F3 3.707 5.082 1.772
S1 3.838 2.770 0.515
O1 2.887 3.365 -0.385
O2 4.936 2.025 -0.010
N1 3.214 2.003 1.731
S2 1.769 1.970 2.283
O3 0.827 2.864 1.644
O4 1.347 0.627 2.515
C2 1.965 2.684 3.968
F4 2.829 1.965 4.684
F5 0.781 2.673 4.587
F6 2.402 3.944 3.910
Te1 -2.924 3.615 -0.815
C3 -4.261 2.001 -0.868
C4 -5.154 1.617 0.094
C5 -6.045 0.600 -0.342
C6 -5.815 0.221 -1.629
S3 -4.534 1.123 -2.316
H1 -5.170 2.057 1.082
H2 -6.805 0.154 0.285
H3 -6.319 -0.547 -2.195
C7 1.513 6.361 -0.502
S4 -0.035 6.496 -1.418
C8 -1.134 6.824 -0.028
H4 1.436 5.604 0.280
H5 1.786 7.320 -0.064
H6 2.289 6.042 -1.195
H7 -0.862 7.757 0.465
H8 -1.105 6.004 0.691
H9 -2.148 6.906 -0.418
C9 -1.882 -4.124 1.144
Si1 -1.589 -2.261 1.002
C10 -3.157 -1.454 0.387
C11 -1.197 -1.652 2.735
Si2 0.103 -1.981 -0.594
Te2 0.912 0.289 -1.305
Si3 -0.531 -2.939 -2.639
C12 -1.863 -1.901 -3.462
C13 -1.184 -4.708 -2.496
C14 0.984 -2.996 -3.758
Si4 2.101 -2.992 0.116
C15 3.556 -2.425 -0.929
C16 2.455 -2.572 1.910
C17 1.944 -4.869 -0.064
H10 -2.735 -4.304 1.805
H11 -1.013 -4.620 1.583
H12 -2.091 -4.599 0.184
H13 -3.964 -1.576 1.114
H14 -3.487 -1.897 -0.556
H15 -3.023 -0.385 0.212
H16 -2.135 -1.505 3.279
H17 -0.647 -0.713 2.741
H18 -0.611 -2.397 3.279
H19 -2.768 -1.865 -2.851
H20 -2.126 -2.317 -4.439
H21 -1.521 -0.874 -3.601
H22 -2.212 -4.724 -2.129
H23 -0.578 -5.326 -1.831
H24 -1.179 -5.175 -3.486
H25 1.494 -2.030 -3.776
H26 0.686 -3.244 -4.781
H27 1.694 -3.755 -3.422
H28 3.773 -1.371 -0.748
H29 3.360 -2.545 -1.997
H30 4.447 -3.009 -0.678
H31 2.556 -1.492 2.033
H32 3.382 -3.050 2.239
H33 1.649 -2.901 2.569
H34 1.871 -5.152 -1.117
H35 1.059 -5.256 0.446
H36 2.823 -5.366 0.357

[2]
# C48H44F6N2O4

A cluster of 7 separate species, C48H44F6N2O4 in total (ωB97M-V/def2-TZVPD, the Open Molecules 2025 dataset).

Results
Kohn-Sham gap in eV: 8.7986
Energy above the lowest of the compared OMol25 structures with the same formula, charge and spin in kcal per mole: 0.0
Highest occupied orbital energy in eV: -8.963
2S+1: 1
SMILES: CCOCCON1C(=O)c2ccc(N)cc2C1=O.Fc1ccccc1.Fc1ccccc1.Fc1ccccc1.Fc1ccccc1.Fc1ccccc1.Fc1ccccc1

Atoms and positions in Å:
C1 -3.228 -4.779 1.503
C2 -1.898 -4.685 2.278
O1 -0.791 -4.719 1.385
C3 -0.101 -3.489 1.255
C4 0.301 -3.263 -0.210
O2 0.031 -1.936 -0.640
N1 -0.945 -1.951 -1.697
C5 -1.008 -0.559 -2.223
O3 -0.897 -0.280 -3.364
C6 -1.386 0.264 -1.035
C7 -1.148 1.585 -0.689
C8 -1.644 2.021 0.537
C9 -2.353 1.179 1.391
N2 -2.810 1.696 2.645
C10 -2.614 -0.146 1.020
C11 -2.122 -0.572 -0.198
C12 -2.217 -1.888 -0.929
O4 -3.110 -2.664 -0.989
H1 -3.927 -5.493 1.925
H2 -2.998 -4.990 0.463
H3 -3.715 -3.805 1.493
H4 -1.839 -5.551 2.936
H5 -1.900 -3.793 2.902
H6 0.813 -3.529 1.854
H7 -0.682 -2.634 1.606
H8 1.375 -3.426 -0.287
H9 -0.173 -4.017 -0.834
H10 -0.609 2.226 -1.360
H11 -1.465 3.049 0.814
H12 -2.020 1.735 3.280
H13 -3.481 1.043 3.029
H14 -3.162 -0.828 1.656
F1 0.317 4.055 -0.807
C13 0.928 5.177 -1.258
C14 0.154 6.192 -1.782
C15 0.783 7.341 -2.239
C16 2.165 7.452 -2.174
C17 2.923 6.415 -1.646
C18 2.302 5.266 -1.178
H15 -0.921 6.080 -1.829
H16 0.192 8.150 -2.645
H17 2.652 8.349 -2.533
H18 4.000 6.500 -1.598
H19 2.871 4.449 -0.756
F2 2.519 9.890 0.126
C19 3.545 9.615 0.955
C20 4.837 9.729 0.480
C21 5.891 9.448 1.338
C22 5.641 9.052 2.645
C23 4.333 8.941 3.098
C24 3.273 9.228 2.251
H20 5.009 10.033 -0.544
H21 6.909 9.539 0.984
H22 6.465 8.830 3.309
H23 4.136 8.629 4.115
H24 2.247 9.155 2.585
F3 4.917 -6.122 2.113
C25 3.867 -6.645 1.444
C26 2.605 -6.140 1.676
C27 1.526 -6.676 0.984
C28 1.724 -7.715 0.081
C29 3.005 -8.210 -0.133
C30 4.088 -7.671 0.547
H25 2.472 -5.337 2.391
H26 0.532 -6.282 1.151
H27 0.883 -8.132 -0.452
H28 3.163 -9.019 -0.832
H29 5.093 -8.038 0.387
F4 1.889 14.503 1.475
C31 0.925 13.922 0.733
C32 -0.365 14.408 0.812
C33 -1.353 13.809 0.044
C34 -1.043 12.735 -0.780
C35 0.260 12.261 -0.841
C36 1.256 12.860 -0.083
H30 -0.587 15.241 1.466
H31 -2.368 14.181 0.090
H32 -1.818 12.269 -1.374
H33 0.505 11.422 -1.478
H34 2.278 12.509 -0.122
F5 -6.060 -4.294 -0.413
C37 -6.285 -4.362 -1.743
C38 -7.511 -4.817 -2.186
C39 -7.746 -4.884 -3.552
C40 -6.756 -4.508 -4.448
C41 -5.529 -4.059 -3.977
C42 -5.284 -3.978 -2.613
H35 -8.267 -5.111 -1.469
H36 -8.704 -5.232 -3.915
H37 -6.940 -4.566 -5.513
H38 -4.755 -3.768 -4.676
H39 -4.335 -3.621 -2.224
F6 1.190 -10.530 -0.541
C43 1.565 -11.697 0.023
C44 1.128 -12.882 -0.533
C45 1.522 -14.077 0.049
C46 2.333 -14.072 1.176
C47 2.756 -12.867 1.720
C48 2.376 -11.665 1.140
H40 0.491 -12.863 -1.407
H41 1.193 -15.016 -0.378
H42 2.634 -15.007 1.629
H43 3.385 -12.860 2.600
H44 2.699 -10.715 1.543